Record 1
Computed, not measured: a 8-piece molecular cluster, C17H52N11O8 overall, with ωB97M-V with the def2-TZVPD basis set.

The geometry in ORCA input format:
```
! RIJCOSX wB97M-V def2-TZVPD def2/J DEFGRID3
* xyz -1 1
C -2.31 -13.06 -12.25
O -3.44 -12.43 -12.77
H -2.52 -14.02 -11.77
H -1.61 -13.38 -13.03
H -1.69 -12.46 -11.59
C 5.16 -14.04 -16.85
C 5.26 -14.71 -15.61
C 6.61 -15.44 -15.40
O 6.75 -16.38 -16.52
C 8.01 -16.83 -16.70
N 5.12 -13.83 -14.53
H 5.28 -14.83 -17.59
H 5.78 -13.17 -17.05
H 4.15 -13.68 -17.04
H 4.57 -15.56 -15.57
H 6.70 -16.08 -14.52
H 7.38 -14.66 -15.37
H 8.40 -17.21 -15.76
H 8.61 -16.05 -17.18
H 7.87 -17.71 -17.34
H 4.20 -13.59 -14.19
H 5.66 -14.29 -13.81
C 1.11 -14.63 -5.34
C 0.86 -15.83 -4.45
C 2.03 -16.38 -3.57
O 1.54 -17.36 -2.69
C 2.42 -18.35 -2.16
N -0.23 -15.49 -3.61
H 1.31 -13.72 -4.77
H 0.34 -14.50 -6.10
H 2.03 -14.80 -5.89
H 0.46 -16.63 -5.07
H 2.58 -15.58 -3.08
H 2.74 -16.94 -4.17
H 2.26 -19.14 -2.89
H 1.97 -18.61 -1.20
H 3.45 -18.00 -2.04
H 0.02 -16.07 -2.82
H -1.14 -15.86 -3.84
C -2.94 -8.06 -19.41
C -2.58 -9.00 -18.24
C -1.10 -8.88 -17.72
O -0.70 -7.48 -17.68
C 0.41 -7.33 -16.82
N -3.62 -8.63 -17.22
H -4.00 -8.12 -19.67
H -2.46 -8.29 -20.36
H -2.73 -7.01 -19.22
H -2.75 -10.02 -18.60
H -0.54 -9.52 -18.40
H -1.05 -9.36 -16.74
H 0.91 -6.37 -16.77
H 1.08 -8.16 -17.05
H 0.07 -7.52 -15.80
H -3.26 -9.08 -16.39
H -4.46 -9.15 -17.40
C -2.62 -6.58 -10.41
O -2.34 -5.45 -10.08
N -3.21 -6.99 -11.55
N -2.51 -7.49 -9.50
H -3.31 -7.96 -11.81
H -3.38 -6.25 -12.22
H -2.22 -7.16 -8.59
H -2.66 -8.47 -9.69
C -0.78 -19.31 -10.58
O 0.12 -19.15 -9.80
N -2.03 -19.20 -10.20
N -0.65 -19.55 -11.87
H -2.15 -19.14 -9.20
H -2.81 -19.05 -10.83
H 0.26 -19.83 -12.21
H -1.41 -19.55 -12.54
C -6.02 -17.12 -15.58
O -6.45 -18.02 -16.30
N -6.28 -16.95 -14.25
N -5.17 -16.17 -15.97
H -6.03 -16.03 -13.92
H -6.95 -17.56 -13.79
H -4.90 -16.05 -16.94
H -4.86 -15.47 -15.31
C -9.55 -11.16 -15.28
O -10.70 -10.80 -15.49
N -8.83 -11.71 -16.15
N -8.81 -10.92 -14.24
H -7.87 -11.82 -15.87
H -9.15 -11.92 -17.08
H -7.87 -11.28 -14.18
H -9.33 -10.52 -13.47
*
```

Values from the calculation:
Orbital gap   0.182 Ha
Max |F|   7.555 eV/A
LUMO energy   2.050 eV

Löwdin atomic charge list, values in e, 4 entries: atom 1 (C): -0.49, atom 2 (O): -0.53, atom 3 (H): 0.01, atom 4 (H): 0.01


Record 2
Computed, not measured: a 2-piece molecular cluster, C7H17NO overall, with ωB97M-V with the def2-TZVPD basis set.

The geometry in ORCA input format:
```
! RIJCOSX wB97M-V def2-TZVPD def2/J DEFGRID3
* xyz 0 1
C -0.19 -2.32 -0.83
C -0.31 -1.16 0.17
N 0.57 -1.26 1.37
C 1.79 -2.06 1.24
C 0.87 0.02 1.84
C -0.32 0.93 2.05
O 1.97 0.40 2.15
H -0.93 -2.52 -1.59
H -0.39 -3.27 -0.29
H 0.86 -2.43 -1.07
H 0.08 -0.39 -0.50
H -1.28 -0.94 0.60
H 1.58 -3.04 0.82
H 2.59 -1.62 0.66
H 2.08 -2.30 2.26
H -0.12 1.51 2.96
H -0.28 1.71 1.30
H -1.31 0.65 2.39
C -0.38 2.80 -1.78
C -1.43 1.70 -2.10
H -0.14 2.85 -0.72
H 0.51 2.64 -2.39
H -0.80 3.73 -2.11
H -2.09 1.61 -1.23
H -0.88 0.78 -2.28
H -2.07 1.98 -2.92
*
```

Values from the calculation:
SMILES   CCN(C)C(C)=O.CC
Orbital gap   0.377 Ha
Max |F|   3.771 eV/A
LUMO energy   0.840 eV

Löwdin atomic charge list, values in e, 4 entries: atom 1 (C): -0.10, atom 2 (C): -0.21, atom 3 (N): -0.10, atom 4 (C): -0.08


Record 3
Computed, not measured: C36H62CdCl4FN3O2PSb as an isolated structure, with ωB97M-V with the def2-TZVPD basis set.

The geometry in ORCA input format:
```
! RIJCOSX wB97M-V def2-TZVPD def2/J DEFGRID3
* xyz -2 1
Cd 9.81 -15.88 6.68
Cl 3.58 -19.06 6.86
C 5.03 -18.30 6.25
C 5.00 -17.54 5.06
Cl 3.54 -17.36 4.19
C 6.20 -17.01 4.52
Cl 6.29 -16.33 2.96
C 7.38 -17.03 5.32
O 8.54 -16.64 4.93
C 7.28 -17.53 6.71
O 8.16 -17.19 7.59
C 6.21 -18.39 7.01
Cl 6.57 -19.63 8.17
N 10.98 -13.82 8.80
N 11.35 -15.08 8.30
H 10.54 -13.26 8.08
H 11.75 -13.32 9.25
H 11.32 -15.69 9.12
H 12.83 -14.90 7.36
F 9.33 -10.78 2.82
C 9.43 -11.89 3.61
C 8.35 -12.75 3.78
C 8.46 -13.76 4.75
C 9.62 -13.94 5.50
C 10.69 -13.07 5.28
C 10.62 -12.03 4.34
H 7.48 -12.62 3.17
H 7.62 -14.37 4.95
H 11.62 -13.18 5.87
H 11.44 -11.36 4.17
C 16.93 -13.43 7.64
C 16.42 -14.83 7.79
C 15.96 -15.04 9.24
C 17.54 -15.81 7.53
P 15.00 -15.06 6.51
N 13.62 -14.28 6.97
C 14.73 -16.93 6.10
C 14.67 -17.67 7.44
C 13.40 -17.15 5.36
C 15.85 -17.50 5.20
C 15.41 -14.10 4.95
C 14.51 -14.61 3.84
C 16.84 -14.31 4.42
C 15.20 -12.61 5.16
H 17.76 -13.28 8.34
H 16.19 -12.67 7.84
H 17.42 -13.19 6.68
H 16.77 -14.82 9.90
H 15.67 -16.08 9.44
H 15.09 -14.41 9.50
H 18.35 -15.68 8.23
H 17.96 -15.71 6.49
H 17.25 -16.87 7.59
H 13.90 -17.26 8.11
H 15.62 -17.56 7.97
H 14.53 -18.76 7.30
H 12.51 -16.69 5.83
H 13.18 -18.23 5.30
H 13.42 -16.80 4.34
H 16.88 -17.15 5.44
H 15.67 -17.34 4.13
H 15.81 -18.57 5.35
H 14.78 -15.64 3.57
H 14.57 -14.03 2.93
H 13.46 -14.66 4.18
H 17.22 -15.33 4.57
H 17.61 -13.67 4.89
H 16.86 -14.14 3.34
H 14.25 -12.39 5.67
H 15.21 -12.10 4.20
H 16.00 -12.17 5.74
C 9.79 -20.56 9.57
C 11.04 -20.36 10.39
C 11.22 -21.33 11.56
C 12.23 -20.03 9.52
Sb 10.59 -18.22 11.57
C 12.38 -17.45 12.91
C 12.28 -15.91 12.83
C 13.62 -17.96 12.24
C 12.06 -18.15 14.22
C 8.56 -17.44 12.41
C 8.87 -16.47 13.53
C 7.96 -16.78 11.16
C 7.81 -18.69 12.82
H 10.03 -21.30 8.77
H 9.42 -19.67 9.07
H 8.94 -20.94 10.14
H 11.56 -22.33 11.16
H 10.27 -21.63 12.05
H 11.98 -21.01 12.27
H 12.34 -20.84 8.74
H 13.25 -19.96 10.01
H 12.08 -19.08 8.95
H 11.94 -15.57 11.84
H 13.29 -15.50 12.93
H 11.60 -15.48 13.57
H 13.63 -17.85 11.16
H 13.86 -19.01 12.47
H 14.55 -17.44 12.64
H 11.15 -17.77 14.71
H 12.92 -17.91 14.92
H 11.94 -19.24 14.13
H 9.41 -15.60 13.10
H 9.47 -16.89 14.40
H 7.93 -16.08 13.95
H 8.47 -15.86 10.76
H 6.95 -16.42 11.42
H 7.85 -17.46 10.26
H 8.44 -19.45 13.36
H 7.32 -19.20 11.95
H 6.99 -18.36 13.49
*
```

Values from the calculation:
Orbital gap   0.167 Ha
Max |F|   4.581 eV/A
LUMO energy   3.653 eV

Löwdin atomic charge list, values in e, 4 entries: atom 1 (Cd): 1.33, atom 2 (Cl): 0.56, atom 3 (C): -0.73, atom 4 (C): -0.76


Record 4
Computed, not measured: C31H48Cl3N6O4SSbSi4V as an isolated structure, with ωB97M-V with the def2-TZVPD basis set.

The geometry in ORCA input format:
```
! RIJCOSX wB97M-V def2-TZVPD def2/J DEFGRID3
* xyz -1 3
V -2.93 -8.84 20.08
N 1.07 -7.16 20.32
C 0.13 -6.86 21.40
C -1.17 -7.48 21.16
O -1.93 -6.92 20.31
O -1.44 -8.61 21.67
H 0.66 -6.93 19.42
H 1.36 -8.18 20.41
H -0.21 -5.77 21.49
H 0.68 -7.16 22.28
S -2.85 -15.72 17.42
C -2.33 -15.05 18.95
C -2.95 -13.85 19.08
N -3.80 -13.51 18.11
C -3.86 -14.38 17.16
H -1.50 -15.46 19.52
H -2.79 -13.17 19.94
H -4.49 -14.28 16.25
C -7.16 -10.54 21.89
Si -5.96 -11.79 22.45
C -5.99 -13.09 21.07
C -6.63 -12.70 23.99
Sb -3.52 -10.86 22.67
Si -2.32 -12.85 23.72
C -1.07 -12.24 24.99
C -1.36 -13.86 22.44
C -3.46 -14.10 24.61
Si -3.76 -9.61 24.85
C -5.05 -8.26 24.60
C -2.10 -8.76 25.09
C -4.24 -10.77 26.29
H -7.03 -10.43 20.82
H -7.01 -9.54 22.27
H -8.25 -10.94 22.06
H -7.05 -13.38 20.97
H -5.56 -14.05 21.53
H -5.49 -12.76 20.21
H -6.42 -12.08 24.83
H -6.27 -13.67 24.18
H -7.69 -12.78 23.86
H -0.20 -11.69 24.64
H -0.66 -13.26 25.33
H -1.45 -11.81 25.91
H -0.79 -13.21 21.78
H -2.16 -14.39 21.84
H -0.70 -14.56 22.96
H -4.33 -13.62 25.11
H -2.89 -14.72 25.31
H -3.88 -14.69 23.82
H -4.90 -7.84 23.63
H -4.98 -7.30 25.26
H -6.09 -8.67 24.57
H -2.08 -8.04 24.30
H -1.19 -9.30 24.92
H -1.98 -8.19 26.03
H -4.99 -11.50 26.02
H -4.65 -10.16 27.17
H -3.44 -11.36 26.73
N -4.04 -10.31 19.22
C -4.96 -10.68 18.55
N -5.94 -10.97 17.81
C -5.94 -11.61 16.63
N -5.99 -12.09 15.58
Cl -4.77 -8.02 16.42
Si -3.15 -7.93 17.72
Cl -1.87 -6.41 16.87
Cl -4.84 -8.07 21.08
C -2.41 -12.59 10.95
C -1.56 -11.58 11.67
C -0.83 -10.84 10.78
C -0.02 -9.81 11.27
C 0.04 -9.51 12.60
C -0.79 -10.18 13.52
N -0.73 -9.81 14.87
C 0.12 -10.50 15.73
C 1.21 -11.24 15.27
C 2.18 -11.81 16.13
C 2.03 -11.64 17.51
C 0.87 -11.04 17.99
C -0.04 -10.39 17.13
C -1.28 -9.83 17.80
O -2.18 -9.33 17.03
O -1.34 -9.77 19.03
C -1.57 -11.24 13.09
C -2.42 -12.06 14.01
H -1.85 -12.95 10.15
H -3.37 -12.23 10.58
H -2.69 -13.43 11.61
H -0.72 -11.06 9.73
H 0.55 -9.11 10.62
H 0.61 -8.79 13.09
H -1.68 -9.69 15.16
H 1.38 -11.34 14.22
H 3.03 -12.40 15.77
H 2.79 -12.11 18.15
H 0.66 -10.95 19.06
H -2.26 -13.18 13.82
H -3.46 -11.85 13.99
H -1.99 -11.90 15.04
*
```

Values from the calculation:
Orbital gap (spin up / spin down)   0.275 / 0.277 Ha
Max |F|   3.655 eV/A
LUMO energy (spin up / spin down)   2.147 / 2.148 eV

Löwdin atomic charge list, values in e, 4 entries: atom 1 (V): 0.38, atom 2 (N): 0.02, atom 3 (C): -0.22, atom 4 (C): -0.67


Record 5
Computed, not measured: a 2-piece molecular cluster, C38H37N3O3 overall, with ωB97M-V with the def2-TZVPD basis set.

The geometry in ORCA input format:
```
! RIJCOSX wB97M-V def2-TZVPD def2/J DEFGRID3
* xyz 0 1
C 3.63 3.13 1.09
C 3.23 1.94 0.48
C 2.26 1.14 1.07
C 1.69 1.50 2.32
C 0.89 0.56 3.06
C 1.06 -0.89 2.81
O 0.11 -1.68 2.87
C 2.42 -1.47 2.46
C 3.63 -0.91 2.89
C 4.86 -1.42 2.45
C 4.88 -2.56 1.64
C 3.68 -3.20 1.30
C 2.46 -2.67 1.73
C 0.26 0.91 4.25
N -0.24 1.25 5.27
C 2.02 2.77 2.87
C 3.01 3.55 2.27
H 4.42 3.74 0.64
H 3.70 1.61 -0.45
H 1.95 0.21 0.59
H 3.61 -0.04 3.56
H 5.79 -0.93 2.74
H 5.84 -2.96 1.29
H 3.69 -4.11 0.70
H 1.53 -3.18 1.49
H 1.56 3.08 3.81
H 3.29 4.50 2.74
C -5.39 -3.81 6.43
O -4.59 -3.71 5.23
C -4.16 -2.47 4.86
C -3.21 -2.41 3.80
C -2.71 -1.20 3.41
C -3.12 0.02 4.00
C -2.66 1.28 3.47
C -3.25 2.48 3.86
C -3.04 3.72 3.29
N -3.60 4.87 3.73
C -3.32 6.14 3.06
C -1.82 6.44 2.98
C -1.52 7.80 2.39
C -0.79 8.74 3.12
C -0.58 10.02 2.59
C -1.07 10.34 1.32
C -1.78 9.39 0.58
C -2.00 8.11 1.11
C -4.10 7.15 3.90
O -4.20 8.36 3.72
N -4.68 6.45 4.92
C -5.50 7.12 5.91
C -4.47 5.01 4.91
C -5.82 4.29 4.75
C -3.78 4.58 6.21
C -4.04 -0.07 5.09
C -4.59 -1.28 5.48
H -5.52 -4.88 6.57
H -4.87 -3.37 7.29
H -6.37 -3.33 6.29
H -2.89 -3.34 3.34
H -1.96 -1.16 2.62
H -1.94 1.27 2.66
H -3.96 2.44 4.68
H -2.40 3.82 2.40
H -3.75 6.14 2.04
H -1.39 6.38 4.00
H -1.35 5.66 2.37
H -0.41 8.47 4.11
H -0.04 10.76 3.19
H -0.89 11.34 0.91
H -2.17 9.64 -0.41
H -2.55 7.36 0.54
H -5.45 8.19 5.75
H -6.54 6.79 5.85
H -5.13 6.89 6.92
H -6.44 4.81 4.01
H -5.70 3.25 4.44
H -6.35 4.30 5.72
H -2.92 5.23 6.40
H -4.49 4.66 7.04
H -3.42 3.55 6.15
H -4.34 0.82 5.64
H -5.34 -1.31 6.27
*
```

Values from the calculation:
Orbital gap   0.151 Ha
Max |F|   1.568 eV/A
LUMO energy   -1.769 eV

Löwdin atomic charge list, values in e, 4 entries: atom 1 (C): -0.12, atom 2 (C): -0.10, atom 3 (C): -0.06, atom 4 (C): -0.22